The following is a DFT calculation (ωB97M-V with the def2-TZVPD basis set) of a 3-piece molecular cluster, C3H7O2 overall.

Last column: Mulliken charge in e.
Element x y z (Å)
O1 0.561 -0.569 1.356  -0.7379
O2 -1.542 -3.661 1.720  -0.4984
C1 0.399 0.314 -0.860  -0.9206
C2 -0.713 -2.820 1.988  0.0419
C3 1.027 -0.003 0.317  -0.0791
H1 -0.839 5.212 -2.897  0.0041
H2 0.890 0.866 -1.640  0.2338
H3 -0.979 -2.025 2.678  0.2097
H4 -0.469 4.910 -3.464  -0.0045
H5 0.222 -2.716 1.435  0.2108
H6 -0.660 0.198 -0.978  0.2729
H7 2.103 0.294 0.345  0.2672

Values from the calculation:
Total energy   -268.922553 hartree
ΔE to the lowest compared entry with this formula, charge and spin   73.7 kcal/mol
Net charge   -1
HOMO level   -0.0908 hartree